w) This record from the OMol25 dataset describes 2 unconnected molecules or ions with the total composition C5H6N2OS. The level of theory is the ωB97M-V functional and the def2-TZVPD basis.

Output
charge	0
molar mass	142.2	g mol⁻¹
orbital gap	7.95	eV
HOMO level	-0.3391	Ha

Cartesian coordinates (Å):
S1 0.988 -4.492 -2.141
O1 0.552 -2.385 -0.657
N1 0.690 0.441 1.999
N2 0.760 -2.919 -1.713
C1 -0.049 1.803 0.220
C2 -0.061 -0.612 1.565
C3 0.712 1.558 1.349
C4 -0.896 0.748 -0.235
C5 -0.885 -0.459 0.425
H1 -1.303 0.853 -1.253
H2 -0.130 -1.481 2.105
H3 0.915 -2.405 -2.647
H4 0.155 2.790 -0.117
H5 -1.401 -1.280 0.212
H6 1.443 2.360 1.567

=====

x) This record from the OMol25 dataset describes C5H6N2OS in the gas phase. The level of theory is the ωB97M-V functional and the def2-TZVPD basis.

Output
charge	0
molar mass	142.2	g mol⁻¹
orbital gap	9.09	eV
HOMO level	-0.3178	Ha

Cartesian coordinates (Å):
S1 -0.307 0.478 2.219
O1 -1.949 0.615 0.117
N1 0.124 -0.160 -1.489
N2 -0.853 -1.074 -1.525
C1 1.592 0.620 0.425
C2 0.358 0.801 -0.391
C3 1.378 0.473 1.727
C4 -0.833 0.710 0.530
C5 -1.427 -1.625 -0.541
H1 0.353 1.805 -0.831
H2 2.562 0.674 -0.033
H3 -1.177 -1.555 0.514
H4 0.194 0.272 -2.403
H5 -2.131 -2.393 -0.817
H6 2.115 0.358 2.498

=====

Least stable: w)